(1)
The following is a quantum chemistry calculation of a molecular structure, C21H19F3N2O3S2 in a non-equilibrium geometry, from the OMol25 dataset.

Last column: natural (NBO) charge in e.
Positions of all 50 atoms, in Å:
C 4.87 -0.81 -2.56  -0.409
C 3.69 -0.20 -3.32  -0.414
C 2.50 -0.17 -2.36  -0.204
N 3.04 -0.54 -1.05  -0.411
C 2.22 -0.67 0.01  0.222
C 0.83 -0.54 -0.06  -0.349
C 0.18 -1.26 1.09  -0.479
C 1.37 -1.83 1.85  0.104
C 2.57 -1.37 1.28  -0.105
C 3.79 -1.75 1.84  -0.202
C 3.80 -2.69 2.88  -0.221
C 2.60 -3.24 3.37  -0.216
C 1.37 -2.78 2.86  -0.226
C 4.47 -0.85 -1.07  -0.201
H 5.06 -1.84 -2.89  0.209
H 5.79 -0.22 -2.68  0.217
H 3.90 0.82 -3.64  0.211
H 3.44 -0.80 -4.20  0.216
H 2.04 0.84 -2.31  0.201
H 1.72 -0.88 -2.68  0.189
H 0.32 -0.25 -0.98  0.200
H -0.37 -0.57 1.75  0.227
H -0.51 -2.06 0.79  0.209
H 4.72 -1.28 1.52  0.215
H 4.74 -2.96 3.35  0.214
H 2.61 -3.99 4.16  0.214
H 0.43 -3.16 3.27  0.210
H 4.70 -1.83 -0.61  0.203
H 5.04 -0.08 -0.50  0.181
F -5.85 6.12 -0.48  -0.310
C -5.18 5.18 -1.18  0.829
F -5.95 4.07 -1.24  -0.307
F -5.02 5.65 -2.45  -0.323
S -3.51 4.88 -0.51  0.427
N -3.65 3.18 -0.14  -0.836
C -4.49 2.58 0.83  0.672
O -5.33 3.17 1.50  -0.516
C -4.12 1.15 0.80  -0.155
C -2.92 0.93 0.14  -0.240
C -2.42 -0.33 -0.10  -0.190
C -3.12 -1.42 0.40  -0.184
C -4.36 -1.23 1.03  -0.190
C -4.86 0.06 1.26  -0.152
S -2.16 2.41 -0.42  2.292
O -1.90 2.37 -1.84  -0.882
O -1.17 2.91 0.48  -0.881
H -1.49 -0.47 -0.63  0.245
H -2.71 -2.42 0.28  0.228
H -4.93 -2.10 1.35  0.227
H -5.80 0.26 1.79  0.244

Output
HOMO in eV: -7.32
DFT total energy in eV: -61029.1370
Orbital gap in hartree: 0.2475
Molecular weight in g/mol: 468.52

---

(2)
The following is a quantum chemistry calculation of a molecular structure, C21H19F5MoN9O10STe in a non-equilibrium geometry, from the OMol25 dataset.

Last column: natural (NBO) charge in e.
Positions of all 67 atoms, in Å:
Mo -0.65 -0.34 0.54  1.378
S -0.81 -2.58 -0.17  -0.016
C -0.18 -1.81 -1.70  0.143
N 0.82 -2.33 -2.41  -0.145
N 1.37 -3.37 -1.92  -0.243
C 2.45 -4.03 -2.54  0.171
C 2.96 -5.14 -1.87  -0.230
C 4.02 -5.84 -2.42  -0.189
C 4.56 -5.43 -3.63  -0.179
C 4.05 -4.31 -4.29  -0.186
C 2.99 -3.61 -3.74  -0.237
N -0.76 -0.68 -2.14  -0.145
N -1.45 -0.02 -1.27  -0.266
C -2.36 0.95 -1.81  0.177
C -2.33 1.29 -3.16  -0.229
C -3.22 2.23 -3.65  -0.187
C -4.14 2.84 -2.80  -0.186
C -4.16 2.50 -1.45  -0.186
C -3.27 1.57 -0.96  -0.237
H 1.07 -3.70 -1.00  0.416
H 2.54 -5.44 -0.91  0.231
H 4.42 -6.70 -1.91  0.234
H 5.38 -5.98 -4.07  0.231
H 4.47 -3.99 -5.23  0.231
H 2.57 -2.74 -4.24  0.240
H -1.62 0.80 -3.82  0.246
H -3.21 2.49 -4.70  0.232
H -4.85 3.56 -3.19  0.232
H -4.89 2.96 -0.79  0.227
H -3.31 1.29 0.08  0.191
C 3.60 -0.36 1.14  -0.252
O 3.28 0.72 0.20  -0.456
C 2.10 0.84 -0.28  0.956
O 1.19 -0.02 -0.07  -0.670
N 1.95 1.94 -1.00  -0.404
N 0.73 2.29 -1.56  -0.654
H 4.48 -0.01 1.67  0.217
H 3.81 -1.27 0.59  0.213
H 2.78 -0.51 1.82  0.219
H 2.70 2.62 -0.96  0.410
H 0.88 2.59 -2.52  0.373
H 0.33 3.05 -1.02  0.397
O -4.20 3.65 5.78  -0.345
N -3.31 4.25 5.22  0.534
O -2.93 5.37 5.46  -0.341
C -2.61 3.53 4.13  -0.022
C -2.98 2.26 3.82  -0.090
C -2.30 1.60 2.81  -0.108
C -1.23 2.19 2.07  0.494
O -0.55 1.58 1.18  -0.661
C -0.95 3.53 2.42  -0.071
C -1.60 4.18 3.43  -0.074
N 0.11 4.30 1.71  0.550
O 0.58 5.25 2.30  -0.320
O 0.43 3.94 0.60  -0.409
N -2.76 0.27 2.51  0.570
O -3.67 -0.25 3.05  -0.209
O -2.21 -0.33 1.54  -0.405
H -3.78 1.78 4.37  0.294
H -1.33 5.20 3.68  0.298
F -1.22 -2.82 2.44  -0.614
Te 0.64 -2.58 2.35  3.395
F 1.75 -2.60 0.79  -0.652
F 0.65 -4.37 2.01  -0.588
F 2.38 -2.69 2.98  -0.620
F 0.39 -2.83 4.16  -0.608
O 0.43 -0.76 2.36  -1.065

Output
Net charge: +1
HOMO (spin up / spin down) in eV: -10.96 / -11.29
Spin multiplicity: 3
⟨S²⟩: 2.24
DFT total energy in eV: -89526.2928
Orbital gap (spin up / spin down) in hartree: 0.2076 / 0.2155
Molecular weight in g/mol: 908.03

---

(3)
The following is a quantum chemistry calculation of a molecular structure, C21H19IN9ORuS2 in a non-equilibrium geometry, from the OMol25 dataset.

Last column: natural (NBO) charge in e.
Positions of all 54 atoms, in Å:
Ru 0.34 0.20 0.05  0.915
O -3.45 -0.84 -0.88  -0.536
C -2.41 -0.26 -0.70  0.606
N -1.29 -0.78 -0.10  -0.512
C -1.38 -2.16 0.34  -0.290
C -0.09 -2.55 0.98  0.235
C 0.10 -3.80 1.55  -0.223
C 1.33 -4.12 2.10  -0.109
C 2.34 -3.17 2.06  -0.233
C 2.09 -1.95 1.49  0.060
N 0.89 -1.64 0.95  -0.443
C -2.19 1.18 -1.06  0.121
C -3.23 2.00 -1.47  -0.180
C -2.95 3.33 -1.74  -0.117
C -1.64 3.78 -1.61  -0.219
C -0.66 2.89 -1.21  0.030
N -0.93 1.61 -0.94  -0.422
H -1.60 -2.82 -0.50  0.252
H -2.22 -2.30 1.04  0.243
H -0.72 -4.51 1.56  0.249
H 1.50 -5.09 2.54  0.251
H 3.32 -3.38 2.48  0.251
H 2.84 -1.18 1.47  0.214
H -4.22 1.58 -1.55  0.271
H -3.74 4.00 -2.05  0.254
H -1.38 4.81 -1.82  0.255
H 0.37 3.21 -1.08  0.221
N -2.42 1.09 2.07  -0.780
C -1.24 1.68 2.33  0.273
N -0.09 1.37 1.76  -0.519
C 0.95 2.12 2.31  0.182
C 0.58 3.01 3.25  -0.430
S -1.12 2.92 3.51  0.497
C 2.27 1.87 1.78  0.089
C 3.45 2.30 2.25  -0.411
S 4.73 1.68 1.27  0.486
C 3.58 0.88 0.28  0.268
N 2.32 1.05 0.65  -0.556
N 4.00 0.13 -0.76  -0.787
H -2.41 0.22 1.58  0.416
H -3.23 1.32 2.61  0.429
H 1.19 3.70 3.80  0.272
H 3.66 2.90 3.11  0.272
H 4.98 0.08 -0.99  0.427
H 3.34 -0.29 -1.39  0.413
I 2.68 -2.82 -4.77  0.299
C 1.87 -1.33 -3.62  -0.296
C 1.50 -0.06 -4.02  -0.010
N 1.03 0.58 -2.93  -0.298
N 1.10 -0.20 -1.84  -0.275
C 1.59 -1.37 -2.25  -0.057
H 1.53 0.41 -4.98  0.264
H 0.65 1.51 -2.88  0.437
H 1.72 -2.19 -1.56  0.249

Output
Net charge: +2
HOMO (spin up / spin down) in eV: -13.60 / -13.59
Spin multiplicity: 2
⟨S²⟩: 0.76
DFT total energy in eV: -69886.4447
Orbital gap (spin up / spin down) in hartree: 0.2930 / 0.2428
Molecular weight in g/mol: 705.55

---

(4)
The following is a quantum chemistry calculation of a molecular structure, C21H19N2O5S in a non-equilibrium geometry, from the OMol25 dataset.

Last column: natural (NBO) charge in e.
Positions of all 48 atoms, in Å:
C 0.61 -0.71 1.48  -0.321
C 1.58 0.21 2.22  -0.545
C 2.93 -0.10 2.20  0.334
N 4.08 -0.37 2.26  -0.507
C 1.20 1.34 2.95  0.314
N 0.92 2.32 3.53  -0.483
C -0.84 -0.48 1.93  -0.045
C -1.36 0.81 1.87  -0.193
C -2.53 1.12 2.59  -0.209
C -3.19 0.13 3.32  -0.220
C -2.72 -1.19 3.26  -0.244
C -1.57 -1.50 2.54  -0.132
H 0.91 -1.75 1.69  0.252
H -0.87 1.57 1.26  0.242
H -2.89 2.15 2.56  0.211
H -4.05 0.38 3.92  0.203
H -3.26 -1.98 3.79  0.205
H -1.23 -2.54 2.42  0.221
C -2.82 -1.44 -2.98  -0.631
C -2.05 -0.30 -2.37  -0.064
O -1.23 -0.90 -1.33  -0.496
C -0.39 0.01 -0.79  0.746
C 0.80 -0.51 0.02  0.374
O 2.01 -0.09 -0.31  -0.490
C 2.28 0.39 -1.65  -0.272
S 0.78 -2.74 -0.91  1.844
C 2.43 -3.51 -0.67  -0.189
C 2.88 -4.52 -1.50  -0.235
C 4.19 -5.00 -1.34  -0.223
C 5.04 -4.44 -0.38  -0.221
C 4.56 -3.41 0.44  -0.195
C 3.25 -2.97 0.31  -0.230
O -0.20 -3.50 -0.14  -0.972
O 0.66 -2.75 -2.36  -0.995
O -0.56 1.22 -0.97  -0.606
H -3.36 -1.08 -3.86  0.203
H -2.13 -2.23 -3.28  0.239
H -3.57 -1.83 -2.28  0.214
H -1.39 0.19 -3.10  0.187
H -2.70 0.45 -1.90  0.196
H 3.28 0.83 -1.57  0.211
H 2.28 -0.44 -2.37  0.202
H 1.53 1.15 -1.91  0.208
H 2.21 -4.92 -2.27  0.230
H 4.53 -5.81 -1.99  0.205
H 6.06 -4.80 -0.27  0.207
H 5.20 -2.92 1.18  0.236
H 2.86 -2.17 0.95  0.235

Output
Net charge: -1
HOMO in eV: -3.84
DFT total energy in eV: -46136.6550
Orbital gap in hartree: 0.2353
Molecular weight in g/mol: 411.46